# 1
# BrClH4Si2

2 unconnected molecules or ions with the total composition BrClH4Si2 (ωB97M-V/def2-TZVPD, the Open Molecules 2025 dataset).

Structure (XYZ):
```
8
Properties=species:S:1:pos:R:3:forces:R:3
Si -1.173 0.368 -0.878 -1.37 -0.32 0.52
Si 3.613 -1.497 1.133 0.65 0.39 -1.71
Cl 4.527 -0.158 2.398 0.03 0.14 0.45
Br 0.359 -0.716 -2.015 0.18 -0.06 -0.92
H -1.316 1.832 -1.053 0.39 -0.16 -0.21
H -2.633 -0.168 -1.086 1.49 0.22 0.20
H -0.522 0.025 0.397 -0.67 0.32 0.44
H 2.810 -2.244 2.069 -0.69 -0.53 1.24
```
Forces are in eV/Å.

As for the LUMO energy: -0.883 eV. The calculation puts the HOMO energy at -8.82 eV.

These are the natural (NBO) partial charges, in e, on atoms 1 to 2: number 1, Si, carries 0.75; number 2, Si, carries 0.76

=====

# 2
# C4H13NO3

2 unconnected molecules or ions with the total composition C4H13NO3 (ωB97M-V/def2-TZVPD, the Open Molecules 2025 dataset).

Structure (XYZ):
```
21
Properties=species:S:1:pos:R:3:forces:R:3
C 0.643 1.450 0.696 -2.76 0.59 0.70
O 0.457 1.400 2.140 0.36 0.36 -1.13
C 0.137 0.111 0.132 0.53 -1.96 -0.77
C -0.389 0.181 -1.303 -0.01 -0.35 -0.90
C -0.250 -1.155 -2.099 -3.05 0.44 -0.43
O 0.479 0.949 -2.052 1.50 2.21 -1.11
N 1.286 -0.851 0.148 -0.11 1.00 1.12
H 1.693 1.671 0.497 -0.19 -0.08 -0.48
H -0.051 2.290 0.343 1.18 -0.97 0.33
H -0.708 -0.341 0.708 1.07 0.74 0.13
H -1.423 0.640 -1.319 0.78 -0.71 -0.04
H 0.416 -1.207 -2.980 0.53 0.50 1.23
H -1.220 -1.200 -2.658 0.34 -0.75 0.72
H -0.124 -1.928 -1.371 -0.23 -1.02 -0.43
H 0.116 1.801 -2.274 -0.10 0.50 0.07
H 2.008 -0.474 -0.478 -0.47 -0.92 0.18
H 1.041 -1.844 0.052 0.46 1.05 -0.17
H 1.169 0.801 2.345 0.30 -0.54 0.91
H -2.227 -1.368 1.291 -0.62 1.32 -1.80
H -1.850 -1.060 2.795 -0.41 -1.30 -1.83
O -2.022 -1.768 2.095 0.89 -0.12 3.70
```
Forces are in eV/Å.

As for the LUMO energy: 0.615 eV. The calculation puts the HOMO energy at -9.08 eV. As for the SMILES: C[C@H](O)[C@@H](N)CO.O.

These are the natural (NBO) partial charges, in e, on atoms 1 to 2: number 1, C, carries -0.07; number 2, O, carries -0.72

=====

# 3
# C22H27GeN5O7Se4V

A molecular structure, C22H27GeN5O7Se4V (ωB97M-V/def2-TZVPD, the Open Molecules 2025 dataset).

Structure (XYZ):
```
67
Properties=species:S:1:pos:R:3:forces:R:3
V 0.086 -1.579 0.353 0.33 0.03 0.83
Se 1.116 -5.450 -2.278 0.12 -0.12 0.16
Se -0.246 -4.351 -0.920 -0.21 -0.35 0.12
Se 0.275 -4.853 1.339 0.16 -0.22 -0.16
Se -0.827 -2.981 2.168 -0.17 0.00 0.27
O -4.846 -1.954 -3.675 -0.01 -0.04 -0.20
C -3.956 -1.434 -3.066 0.00 0.08 0.19
C -3.866 0.039 -2.652 0.15 -0.18 -0.06
O -4.379 0.966 -3.210 -0.18 0.14 0.04
C -2.892 0.083 -1.480 -0.03 -0.12 0.12
C -2.294 -1.215 -1.446 0.43 -0.01 0.33
O -1.283 -1.501 -0.565 -2.85 0.49 -2.27
C -2.734 -2.112 -2.457 0.19 0.12 -0.09
O -2.265 -3.184 -2.830 0.12 -0.17 0.09
O -2.688 1.046 -0.757 0.08 0.06 0.01
C -3.178 4.127 3.151 0.01 -0.02 0.01
C -2.933 2.871 2.321 -0.02 -0.02 0.04
C -2.704 1.637 3.189 0.02 -0.04 -0.07
C -2.287 0.390 2.399 -0.23 0.04 -0.03
Ge -0.523 0.489 1.560 0.34 0.43 0.56
C 0.818 0.663 3.025 0.08 0.11 0.04
C 1.036 2.060 3.625 -0.02 -0.06 -0.05
C 1.674 3.055 2.660 0.02 0.00 0.01
C 1.892 4.428 3.289 -0.02 -0.03 0.04
H -3.394 4.992 2.520 0.01 -0.04 0.02
H -2.300 4.369 3.760 -0.05 -0.02 -0.02
H -4.023 3.990 3.832 0.03 0.01 -0.02
H -2.072 3.024 1.666 -0.01 0.02 -0.02
H -3.782 2.687 1.656 0.05 0.00 -0.02
H -3.628 1.418 3.737 0.02 0.02 0.02
H -1.950 1.870 3.949 -0.02 -0.04 0.02
H -3.011 0.179 1.611 -0.02 0.02 0.03
H -2.264 -0.482 3.058 0.00 -0.03 0.05
H -0.355 1.747 0.684 -0.02 -0.09 -0.16
H 1.778 0.284 2.663 0.01 -0.01 -0.01
H 0.497 -0.042 3.797 0.01 0.01 0.03
H 1.685 1.976 4.505 -0.04 0.00 0.02
H 0.089 2.478 3.983 0.01 0.00 0.00
H 1.044 3.157 1.774 0.03 0.00 -0.02
H 2.636 2.649 2.323 -0.03 0.01 -0.03
H 0.942 4.848 3.632 0.04 -0.01 -0.01
H 2.331 5.134 2.581 -0.01 -0.03 0.02
H 2.557 4.362 4.154 -0.03 0.00 -0.03
N 5.287 -2.557 3.907 -0.08 -0.03 -0.19
C 4.694 -2.387 2.929 -0.33 0.09 -0.05
N 4.112 -2.146 1.766 0.63 -0.05 -0.01
C 2.926 -2.073 1.404 -0.33 0.05 0.23
N 1.840 -1.948 0.956 1.74 -0.22 0.42
O -0.213 -3.808 -6.102 0.22 0.02 0.02
C 1.163 -3.754 -5.786 -0.28 0.10 0.06
N 1.449 -2.910 -4.651 0.02 0.25 -0.18
C 1.885 -1.627 -4.759 0.01 -0.19 -0.04
O 2.244 -1.105 -5.797 0.01 0.02 0.03
C 1.939 -0.873 -3.457 0.04 0.02 -0.23
C 2.810 0.191 -3.292 0.08 0.08 0.00
C 2.831 0.863 -2.079 -0.01 0.00 -0.02
C 1.985 0.447 -1.064 -0.06 -0.16 -0.24
N 1.131 -0.570 -1.233 0.36 0.30 -0.02
C 1.103 -1.193 -2.413 -0.30 -0.07 0.31
H -0.696 -4.188 -5.358 -0.01 0.05 0.04
H 1.665 -3.331 -6.647 0.06 0.03 -0.11
H 1.556 -4.747 -5.573 0.00 -0.10 0.03
H 1.232 -3.292 -3.743 0.05 -0.07 0.04
H 3.451 0.472 -4.118 -0.01 0.01 0.04
H 3.498 1.696 -1.909 -0.02 -0.02 -0.01
H 1.979 0.933 -0.098 0.00 -0.03 0.05
H 0.357 -1.972 -2.511 -0.07 -0.03 0.00
```
Forces are in eV/Å.

As for the expectation value of S²: 2.03. As for the LUMO energy (alpha / beta): 0.969 / -0.346 eV. Its charge is -1. The calculation puts the HOMO energy (alpha / beta) at -5.67 / -5.79 eV. As for the multiplicity: 3.

These are the natural (NBO) partial charges, in e, on atoms 1 to 2: number 1, V, carries 0.87; number 2, Se, carries -0.27

=====

# 4
# C5H7AgO5

A molecular structure, C5H7AgO5 (ωB97M-V/def2-TZVPD, the Open Molecules 2025 dataset).

Structure (XYZ):
```
18
Properties=species:S:1:pos:R:3:forces:R:3
O -2.011 -0.334 3.608 1.09 -0.59 -1.99
C -1.946 0.215 2.514 -1.82 1.13 2.56
O -2.429 1.248 2.062 1.01 -0.88 -1.34
O 0.167 -0.708 1.293 -2.76 1.63 0.94
C -1.040 -0.676 1.356 3.00 -2.48 -1.01
O -1.666 -1.738 0.744 -0.56 2.88 0.06
C -2.928 -1.637 0.060 -0.64 0.46 0.48
C -3.025 -2.816 -0.873 0.19 -0.49 -0.21
O -2.618 -3.983 -0.168 -1.03 0.13 -0.60
C -2.931 -5.195 -0.845 -0.08 -0.10 -0.13
Ag -0.852 -3.686 1.229 1.61 -1.90 1.14
H -2.958 -0.700 -0.508 -0.13 -0.19 0.18
H -3.714 -1.669 0.823 0.03 0.09 -0.25
H -2.377 -2.678 -1.752 -0.14 0.00 0.14
H -4.069 -2.918 -1.208 0.19 0.11 0.02
H -2.510 -6.018 -0.258 -0.09 0.28 -0.14
H -4.023 -5.310 -0.914 0.23 -0.02 -0.05
H -2.489 -5.194 -1.852 -0.10 -0.06 0.19
```
Forces are in eV/Å.

As for the expectation value of S²: 2.01. As for the LUMO energy (alpha / beta): -0.219 / -4.288 eV. The calculation puts the HOMO energy (alpha / beta) at -5.42 / -9.81 eV. As for the multiplicity: 3.

These are the natural (NBO) partial charges, in e, on atoms 1 to 2: number 1, O, carries -0.47; number 2, C, carries 0.70

=====

# 5
# C50H63AlCl3N4O3PS

A molecular structure, C50H63AlCl3N4O3PS (ωB97M-V/def2-TZVPD, the Open Molecules 2025 dataset).

Structure (XYZ):
```
126
Properties=species:S:1:pos:R:3:forces:R:3
Al 0.648 -0.555 0.256 -0.27 0.41 -0.15
C -2.392 -3.605 -3.463 -0.04 0.00 0.03
C -1.249 -2.826 -4.102 -0.02 0.01 0.00
C -0.488 -3.705 -5.106 0.01 0.02 -0.01
C -0.237 -2.260 -3.132 -0.02 0.10 -0.04
C 0.252 -2.980 -2.062 0.14 -0.03 0.14
C 1.423 -2.626 -1.368 -0.04 -0.28 -0.34
C 2.039 -3.834 -0.633 0.00 0.15 0.08
C 1.372 -4.076 0.723 -0.02 0.07 0.03
C 3.561 -3.931 -0.578 -0.05 -0.07 0.02
C 2.007 -1.341 -1.629 -0.14 0.17 0.36
C 1.445 -0.546 -2.697 -0.09 0.08 -0.05
C 0.382 -1.041 -3.420 -0.07 0.03 0.03
C 2.107 0.730 -3.213 0.01 0.01 0.00
C 1.140 1.904 -3.388 0.04 0.01 0.00
C 2.775 0.455 -4.571 0.00 -0.04 0.01
C 3.452 -0.992 -1.331 0.04 -0.01 -0.01
C 4.340 -1.470 -2.298 -0.03 0.01 -0.01
C 5.676 -1.121 -2.304 0.02 0.01 0.01
C 6.157 -0.251 -1.336 0.00 -0.01 -0.01
C 5.298 0.220 -0.363 -0.01 0.05 0.02
C 3.942 -0.137 -0.329 0.08 -0.13 0.02
P 2.877 0.417 1.035 0.22 -0.26 -0.06
C 3.597 -0.327 2.623 -0.14 0.06 0.04
C 2.954 0.347 3.843 0.05 0.01 0.02
C 3.268 -1.816 2.689 -0.02 -0.01 0.05
C 5.122 -0.197 2.721 0.02 0.02 -0.02
C 2.948 2.287 1.158 -0.02 0.02 -0.09
C 2.600 2.792 -0.251 -0.02 0.01 0.00
C 1.911 2.763 2.205 -0.04 0.01 -0.03
C 4.296 2.899 1.552 0.02 0.06 -0.02
H -3.061 -3.965 -4.245 0.01 -0.02 -0.01
H -2.967 -2.991 -2.774 0.04 -0.02 -0.03
H -2.028 -4.483 -2.925 0.01 -0.02 -0.01
H -1.671 -1.982 -4.655 -0.02 0.01 0.03
H -0.074 -4.583 -4.607 0.01 0.00 0.00
H 0.333 -3.163 -5.579 0.00 0.00 0.00
H -1.163 -4.048 -5.889 0.00 -0.01 0.00
H -0.184 -3.947 -1.840 0.01 -0.01 0.00
H 1.734 -4.672 -1.263 0.01 -0.01 -0.01
H 1.454 -3.208 1.372 0.00 0.08 0.07
H 1.851 -4.906 1.242 -0.02 -0.04 -0.04
H 0.314 -4.314 0.606 -0.02 0.02 0.00
H 4.041 -3.142 -0.010 0.04 0.07 0.08
H 3.994 -3.925 -1.577 -0.01 -0.03 0.03
H 3.821 -4.884 -0.116 0.00 0.00 0.02
H 0.035 -0.482 -4.283 -0.01 0.00 0.00
H 2.886 1.029 -2.513 -0.01 -0.01 0.01
H 0.327 1.656 -4.071 0.00 0.01 -0.02
H 1.679 2.746 -3.822 0.00 0.00 0.00
H 0.699 2.237 -2.452 0.00 0.00 -0.01
H 2.022 0.303 -5.347 -0.01 -0.01 0.01
H 3.417 -0.422 -4.552 0.03 -0.01 0.01
H 3.382 1.312 -4.863 -0.01 0.01 0.00
H 3.960 -2.132 -3.066 0.00 0.02 -0.01
H 6.335 -1.514 -3.066 0.00 0.00 -0.01
H 7.194 0.053 -1.334 0.01 -0.01 0.00
H 5.695 0.879 0.393 0.00 -0.07 -0.03
H 1.865 0.346 3.789 0.00 -0.02 0.01
H 3.309 1.364 3.991 -0.01 -0.02 0.01
H 3.239 -0.225 4.728 0.01 0.00 0.00
H 2.212 -1.980 2.877 -0.05 -0.02 -0.03
H 3.824 -2.252 3.522 0.01 0.00 -0.01
H 3.572 -2.344 1.791 0.03 -0.08 -0.13
H 5.488 0.823 2.626 0.00 -0.04 0.00
H 5.629 -0.826 1.992 0.00 0.00 -0.01
H 5.410 -0.552 3.712 0.00 0.00 0.00
H 1.787 2.231 -0.710 -0.05 0.04 0.03
H 3.464 2.718 -0.912 -0.01 -0.03 -0.01
H 2.302 3.841 -0.205 0.04 0.01 0.00
H 1.167 2.010 2.466 -0.03 0.01 -0.03
H 1.403 3.659 1.843 -0.02 -0.02 -0.03
H 2.401 3.033 3.138 -0.02 0.01 -0.02
H 5.096 2.664 0.853 -0.04 0.03 0.03
H 4.601 2.629 2.561 -0.01 0.01 -0.01
H 4.171 3.985 1.535 0.01 0.00 0.01
Cl -7.524 0.878 -2.722 0.00 0.00 0.01
C -6.460 1.560 -1.547 -0.01 0.01 -0.01
C -5.717 0.727 -0.727 0.01 0.01 0.00
C -4.865 1.294 0.204 -0.04 -0.01 0.02
C -4.718 2.672 0.328 0.02 0.02 -0.03
C -3.662 3.202 1.267 0.03 0.03 0.03
C -2.459 3.777 0.491 -0.08 0.00 0.03
N -1.755 2.685 -0.179 0.06 0.02 0.04
C -2.100 2.079 -1.365 -0.06 -0.04 -0.01
C -1.311 0.987 -1.482 -0.08 -0.14 0.07
N -0.466 0.921 -0.383 0.17 0.18 0.07
C -0.790 1.962 0.381 -0.01 -0.03 -0.01
O -4.168 4.175 2.148 -0.06 -0.04 0.00
C -3.636 4.091 3.471 0.03 0.02 0.00
C -4.013 2.805 4.143 -0.03 -0.02 -0.08
C -3.179 1.754 4.380 0.02 0.01 0.03
Cl -1.485 1.677 4.043 0.00 -0.02 -0.03
S -3.967 0.413 5.103 0.01 0.00 0.00
C -5.466 1.247 5.078 0.01 -0.01 0.01
C -5.345 2.490 4.552 0.01 0.01 0.00
C -5.483 3.482 -0.512 0.00 -0.01 0.00
Cl -5.358 5.209 -0.457 0.00 0.00 0.00
C -6.357 2.938 -1.441 0.00 -0.01 0.00
H -5.803 -0.345 -0.832 -0.03 0.04 -0.02
H -4.282 0.648 0.854 0.02 0.00 0.01
H -3.289 2.342 1.834 0.00 -0.02 0.00
H -1.763 4.261 1.176 -0.01 -0.01 0.02
H -2.783 4.505 -0.248 0.04 0.00 -0.01
H -2.884 2.459 -1.997 0.00 0.01 -0.01
H -1.327 0.226 -2.235 0.05 -0.01 -0.06
H -0.383 2.187 1.348 0.07 0.05 0.04
H -4.067 4.938 4.001 0.02 0.01 0.00
H -2.548 4.215 3.464 0.00 -0.01 0.00
H -6.348 0.774 5.478 -0.01 0.00 0.00
H -6.170 3.182 4.453 -0.01 0.00 0.00
H -6.943 3.584 -2.078 0.00 0.00 0.00
C -4.600 -2.793 0.787 -0.02 0.00 -0.01
N -3.284 -2.303 1.207 0.00 0.04 0.00
C -2.918 -2.296 2.504 0.04 0.02 0.01
C -1.707 -1.835 2.924 -0.07 0.02 -0.01
C -0.853 -1.415 1.897 0.12 -0.04 -0.01
O 0.332 -0.884 2.041 -0.06 -0.09 0.08
N -1.164 -1.506 0.601 0.22 -0.15 0.00
C -2.435 -1.820 0.191 0.06 -0.15 -0.10
O -2.828 -1.708 -0.948 0.01 -0.01 0.01
H -5.208 -2.961 1.671 0.01 -0.02 0.00
H -4.491 -3.722 0.230 0.00 0.01 -0.01
H -5.075 -2.057 0.147 0.02 -0.03 0.03
H -3.658 -2.667 3.201 -0.01 0.00 0.00
H -1.426 -1.789 3.962 -0.01 0.01 0.00
```
Forces are in eV/Å.

As for the LUMO energy: -5.045 eV. Its charge is +2. The calculation puts the HOMO energy at -13.22 eV.

These are the Mulliken partial charges, in e, on atoms 1 to 2: number 1, Al, carries -1.60; number 2, C, carries -1.35

=====

# 6
# C13H29BNO6S

2 unconnected molecules or ions with the total composition C13H29BNO6S (ωB97M-V/def2-TZVPD, the Open Molecules 2025 dataset).

Structure (XYZ):
```
51
Properties=species:S:1:pos:R:3:forces:R:3
C 2.586 -2.031 3.259 -1.22 -0.26 -0.58
B 1.458 -0.860 3.111 -0.15 -2.02 2.54
O 0.478 -0.812 4.183 2.42 1.42 -1.99
N 1.391 0.099 1.908 0.25 0.41 -0.68
C 0.450 -0.580 0.924 -1.65 -1.74 -0.09
C -1.089 -0.515 1.342 0.21 -0.16 -0.54
O -1.778 0.369 0.379 -0.67 1.07 2.53
C -2.973 0.748 1.099 -2.02 -1.98 0.63
C -3.362 2.244 1.435 -0.15 -0.13 0.09
O -3.690 -0.179 1.497 1.94 2.71 -1.05
C 0.963 1.490 2.268 -0.70 2.91 0.19
C 2.168 2.552 2.349 -0.31 0.53 -0.83
C 2.575 2.858 0.808 -1.01 -1.46 0.92
C 2.799 1.391 0.132 1.13 0.70 0.21
C 2.730 0.188 1.178 1.24 -0.38 -1.25
H 3.074 -2.324 2.279 -0.13 0.46 1.39
H 2.000 -2.957 3.610 0.88 1.35 -0.33
H 3.309 -1.767 4.093 -0.64 -0.34 -1.12
H 0.914 -0.232 4.854 -0.81 -0.62 -0.10
H 0.576 -0.223 -0.143 0.01 -0.08 1.46
H 0.747 -1.692 0.934 -0.29 1.58 -0.09
H -1.293 -0.078 2.367 0.73 -0.88 -0.99
H -1.541 -1.553 1.275 0.56 1.30 0.16
H -4.331 2.187 2.047 1.43 -0.07 -1.09
H -3.548 2.867 0.504 0.40 -0.84 1.09
H -2.605 2.774 2.103 -0.69 -0.84 -1.10
H 0.376 1.579 3.233 0.67 -0.82 -1.14
H 0.265 1.878 1.441 0.98 -0.73 1.15
H 3.051 2.216 2.976 -1.07 0.21 -0.77
H 1.766 3.502 2.854 0.47 -1.46 -0.76
H 1.637 3.294 0.328 1.50 -0.16 0.57
H 3.481 3.529 0.718 -1.21 -0.82 0.01
H 3.873 1.415 -0.273 -1.60 -0.46 0.51
H 2.122 1.214 -0.763 0.77 0.22 1.24
H 2.840 -0.780 0.583 -0.11 1.26 0.94
H 3.567 0.202 1.944 -1.11 0.21 -0.98
O -1.605 -3.347 -5.144 0.40 0.45 0.54
S -0.947 -2.097 -4.872 -0.36 0.41 -0.46
O 0.136 -1.998 -3.929 -0.42 -0.30 -0.13
O -2.062 -0.989 -4.498 0.62 -0.29 -0.56
C -2.988 -1.284 -3.451 -0.45 -0.23 0.78
C -2.354 -1.109 -2.085 0.22 -0.15 -0.02
C -0.428 -1.380 -6.405 -0.08 0.12 0.01
H -3.400 -2.290 -3.570 0.14 0.03 -0.14
H -3.817 -0.581 -3.556 0.20 0.01 -0.28
H -1.582 -1.864 -1.912 -0.06 0.00 -0.02
H -3.104 -1.206 -1.297 -0.03 0.05 -0.10
H -1.875 -0.132 -2.002 -0.17 -0.05 -0.07
H -1.263 -1.401 -7.105 0.04 -0.02 0.11
H 0.399 -1.975 -6.789 -0.07 -0.05 0.14
H -0.099 -0.358 -6.223 -0.03 -0.08 0.03
```
Forces are in eV/Å.

As for the LUMO energy: -3.261 eV. Its charge is +1. The calculation puts the HOMO energy at -12.75 eV.

These are the natural (NBO) partial charges, in e, on atoms 1 to 2: number 1, C, carries -1.08; number 2, B, carries 1.28